ORCA calculation (ωB97M-V with the def2-TZVPD basis set) on a structure of composition C43H38F6N2O4P2ReS2.

Structure (ORCA input):
```
! RIJCOSX wB97M-V def2-TZVPD def2/J DEFGRID3
* xyz 1 1
Re 0.061 0.564 -0.349
F 3.277 2.048 2.693
C 1.986 2.204 2.950
F 1.449 3.015 2.057
F 1.832 2.709 4.159
S 1.124 0.528 2.895
O 0.008 0.675 1.943
O 0.776 0.231 4.240
N 2.198 -0.496 2.341
S 2.286 -0.673 0.794
O 2.434 0.570 0.037
O 1.250 -1.534 0.230
C 3.876 -1.587 0.625
F 3.781 -2.755 1.244
F 4.080 -1.786 -0.671
F 4.862 -0.880 1.135
N -2.000 0.242 -2.610
P -0.256 0.075 -2.573
C -0.024 -1.616 -3.195
C -0.952 -2.205 -4.051
C -0.730 -3.480 -4.546
C 0.421 -4.174 -4.196
C 1.354 -3.587 -3.354
C 1.132 -2.312 -2.853
C 0.358 1.099 -3.930
C -0.415 1.411 -5.045
C 0.123 2.181 -6.065
C 1.439 2.616 -5.989
C 2.219 2.288 -4.889
C 1.676 1.540 -3.855
P -2.091 0.142 -0.871
C -2.707 -1.629 -0.786
C -2.248 -2.557 0.184
C -2.656 -3.910 0.104
C -3.486 -4.337 -0.909
C -3.934 -3.419 -1.849
C -3.552 -2.083 -1.780
C -3.667 0.920 -0.403
C -3.857 1.192 0.950
C -5.049 1.745 1.394
C -6.054 2.040 0.484
C -5.869 1.776 -0.866
C -4.682 1.212 -1.310
H -2.273 1.167 -2.935
H -1.852 -1.666 -4.320
H -1.453 -3.933 -5.213
H 0.593 -5.168 -4.587
H 2.259 -4.119 -3.088
H 1.864 -1.857 -2.199
H -1.436 1.054 -5.124
H -0.484 2.436 -6.924
H 1.857 3.213 -6.789
H 3.245 2.628 -4.828
H 2.272 1.314 -2.976
H -1.693 -1.093 1.648
H -2.387 -4.591 0.896
H -3.808 -5.368 -0.952
H -4.590 -3.743 -2.647
H -3.887 -1.396 -2.544
H -3.057 1.003 1.660
H -5.187 1.958 2.446
H -6.980 2.482 0.826
H -6.650 2.012 -1.577
H -4.554 1.006 -2.366
C 0.446 4.406 -2.151
C -0.517 3.688 -1.197
C -1.860 3.541 -1.910
C 0.123 2.400 -0.712
C -0.708 4.464 0.116
C 0.024 5.601 0.437
C -0.153 6.237 1.661
C -1.059 5.743 2.584
C -1.796 4.607 2.274
C -1.617 3.977 1.055
H 0.530 3.846 -3.082
H 1.446 4.505 -1.726
H 0.073 5.404 -2.390
H -1.718 3.100 -2.900
H -2.309 4.525 -2.055
H -2.569 2.947 -1.336
H 1.132 2.694 -0.349
H 0.740 6.009 -0.262
H 0.425 7.124 1.890
H -1.194 6.239 3.536
H -2.511 4.212 2.985
H -2.185 3.083 0.830
C -1.528 -2.116 1.322
C -0.680 -2.886 2.155
C -0.550 -2.494 3.502
C 0.254 -3.212 4.360
C 0.981 -4.292 3.871
C 0.908 -4.664 2.529
C 0.080 -3.976 1.672
H -1.103 -1.637 3.861
H 0.341 -2.920 5.397
H 1.635 -4.839 4.538
H 1.516 -5.478 2.160
H 0.065 -4.210 0.617
*
```

The calculation puts the orbital gap at 4.752 eV.

ORCA calculation (ωB97M-V with the def2-TZVPD basis set) on a structure of composition C43H38FMnN8O7S.

Structure (ORCA input):
```
! RIJCOSX wB97M-V def2-TZVPD def2/J DEFGRID3
* xyz 1 6
Mn -0.553 1.251 -1.335
C 5.195 -4.667 9.843
O 3.840 -4.252 9.726
C 3.447 -3.708 8.555
C 4.280 -3.523 7.454
C 3.772 -2.948 6.299
C 2.443 -2.550 6.218
C 1.617 -2.749 7.328
C 2.109 -3.320 8.481
C 1.955 -1.943 4.976
N 2.656 -1.793 3.875
C 1.810 -1.185 2.986
C 0.578 -0.961 3.548
N 0.683 -1.453 4.826
C -0.504 -0.345 2.847
C -1.789 -0.102 3.358
C -2.738 0.480 2.556
C -2.404 0.799 1.236
N -1.201 0.581 0.743
C -0.248 0.042 1.522
C 1.068 -0.143 0.925
N 1.260 0.331 -0.325
C 2.438 0.168 -0.893
C 3.504 -0.481 -0.264
C 3.332 -0.952 1.013
C 2.092 -0.774 1.641
H 5.298 -5.072 10.844
H 5.877 -3.824 9.721
H 5.434 -5.442 9.113
H 5.318 -3.822 7.484
H 4.408 -2.798 5.437
H 0.571 -2.467 7.304
H 1.479 -3.482 9.346
H -0.026 -1.436 5.538
H -2.028 -0.372 4.380
H -3.732 0.691 2.924
H -3.129 1.241 0.562
H 2.546 0.576 -1.891
H 4.446 -0.595 -0.783
H 4.126 -1.451 1.554
N -1.831 -0.377 -2.007
S -2.066 -1.824 -1.416
C -3.446 -2.542 -2.286
C -4.602 -2.807 -1.569
C -5.726 -3.260 -2.247
C -5.682 -3.431 -3.622
C -4.515 -3.156 -4.330
C -3.387 -2.710 -3.664
C -0.765 -2.910 -2.026
C 0.278 -2.354 -2.745
C 1.294 -3.187 -3.203
C 1.258 -4.546 -2.926
C 0.212 -5.084 -2.184
C -0.808 -4.265 -1.728
H -1.934 -0.352 -3.024
H -4.621 -2.664 -0.495
H -6.635 -3.474 -1.700
H -6.561 -3.781 -4.148
H -4.486 -3.290 -5.404
H -2.474 -2.495 -4.210
H 0.284 -1.290 -2.948
H 2.110 -2.776 -3.783
H 2.047 -5.192 -3.289
H 0.192 -6.143 -1.965
H -1.632 -4.677 -1.156
O -1.103 0.441 -4.904
C -0.329 1.264 -4.454
O 0.276 1.268 -3.318
C 0.044 2.485 -5.319
N 0.799 3.428 -4.404
C 2.210 3.544 -4.905
C 2.404 2.256 -5.694
C 1.055 2.106 -6.406
H -0.864 2.943 -5.699
H 0.784 2.887 -3.505
H 0.348 4.327 -4.264
H 2.884 3.680 -4.063
H 2.274 4.410 -5.561
H 2.572 1.419 -5.015
H 3.246 2.326 -6.379
H 0.858 1.102 -6.773
H 0.997 2.796 -7.249
F -2.395 7.853 -3.245
C -2.545 7.193 -2.093
C -1.520 6.559 -1.528
N -1.635 5.878 -0.334
C -0.543 5.018 0.097
C -0.482 3.765 -0.763
O 0.613 3.405 -1.261
O -1.560 3.125 -0.937
C -2.847 5.787 0.334
O -2.994 5.178 1.370
N -3.877 6.471 -0.281
C -3.872 7.177 -1.487
O -4.867 7.688 -1.933
H -0.540 6.563 -1.986
H -0.760 4.725 1.121
H 0.402 5.553 0.058
H -4.771 6.414 0.186
*
```

Its expectation value of S² is 8.753. The calculation puts the orbital gap (alpha / beta) at 7.316 / 7.234 eV.

ORCA calculation (ωB97M-V with the def2-TZVPD basis set) on a structure of composition C43H38NOP2SiY.

Structure (ORCA input):
```
! RIJCOSX wB97M-V def2-TZVPD def2/J DEFGRID3
* xyz 2 1
Y -0.143 -0.366 0.440
C 0.534 3.363 1.565
Si -0.012 2.298 0.085
C 1.267 2.493 -1.322
C 1.202 3.554 -2.227
C 2.156 3.721 -3.221
C 3.193 2.811 -3.348
C 3.275 1.735 -2.479
C 2.328 1.577 -1.468
P 2.483 0.187 -0.297
C 3.361 0.862 1.146
C 3.466 0.030 2.264
C 4.155 0.456 3.388
C 4.736 1.718 3.400
C 4.636 2.543 2.290
C 3.949 2.121 1.160
C 3.655 -1.008 -0.997
C 5.028 -0.936 -0.782
C 5.858 -1.895 -1.344
C 5.325 -2.922 -2.111
C 3.957 -2.998 -2.325
C 3.122 -2.045 -1.765
C -1.748 2.850 -0.489
C -1.988 4.218 -0.666
C -3.241 4.705 -1.003
C -4.305 3.827 -1.159
C -4.104 2.471 -0.977
C -2.838 1.978 -0.649
P -2.708 0.178 -0.346
C -3.395 -0.708 -1.766
C -3.579 -0.102 -3.005
C -4.002 -0.865 -4.085
C -4.232 -2.223 -3.935
C -4.042 -2.833 -2.700
C -3.614 -2.082 -1.618
C -3.816 -0.114 1.064
C -3.312 0.202 2.328
C -4.106 0.052 3.452
C -5.403 -0.426 3.319
C -5.903 -0.748 2.066
C -5.114 -0.596 0.934
H 0.659 4.412 1.284
H 1.487 3.011 1.959
H -0.212 3.319 2.361
H 0.384 4.261 -2.159
H 2.087 4.562 -3.899
H 3.936 2.932 -4.125
H 4.070 1.008 -2.591
H 3.045 -0.971 2.222
H 4.255 -0.194 4.248
H 5.277 2.052 4.275
H 5.097 3.522 2.302
H 3.866 2.770 0.297
H 5.446 -0.140 -0.179
H 6.926 -1.838 -1.184
H 5.980 -3.665 -2.547
H 3.541 -3.797 -2.926
H 2.051 -2.082 -1.940
H -1.178 4.924 -0.519
H -3.393 5.768 -1.132
H -5.290 4.200 -1.406
H -4.940 1.788 -1.082
H -3.402 0.960 -3.122
H -4.156 -0.391 -5.045
H -4.564 -2.811 -4.780
H -4.237 -3.891 -2.583
H -3.476 -2.551 -0.649
H -2.308 0.615 2.423
H -3.724 0.317 4.430
H -6.028 -0.538 4.195
H -6.915 -1.117 1.966
H -5.510 -0.851 -0.041
O 0.157 -0.909 2.957
C -0.318 -2.253 3.222
C 0.131 -3.207 2.140
C 0.808 -4.380 2.412
C 1.108 -5.242 1.364
C 0.703 -4.908 0.082
C 0.052 -3.703 -0.111
N -0.215 -2.852 0.889
H 0.779 -0.649 3.643
H -1.410 -2.211 3.215
H 0.007 -2.592 4.203
H 1.092 -4.629 3.426
H 1.647 -6.162 1.547
H 0.887 -5.564 -0.757
H -0.286 -3.407 -1.100
*
```

The calculation puts the orbital gap at 6.828 eV.

| no. | F_max (eV Å⁻¹) |
| --- | --- |
| 1 | 0.56 |
| 2 | 0.46 |
| 3 | 2.60 |